Entry 1:
Here is C36H47As3HfN2O3PSe2Te2 as an isolated structure in a non-equilibrium geometry from OMol25. Energies are from wB97M-V/def2-TZVPD.

Atoms and positions in Å:
Hf  0.0292  0.6223  -0.4805
C  3.7164  -1.8708  1.5599
As  2.2851  -1.7353  0.1720
C  1.6776  -3.5971  0.5068
C  3.3205  -2.3327  -1.4280
C  4.2540  -1.3905  -2.1845
C  5.2676  -0.7691  -1.2208
C  3.4969  -0.2691  -2.8921
As  2.5250  1.0905  -1.8143
C  1.7733  1.9258  -3.4262
C  3.9353  2.4666  -1.5746
C  5.0224  -2.1987  -3.2455
As  4.2287  -3.3491  -4.7098
C  3.5159  -4.8743  -3.6691
C  2.4736  -2.5628  -5.1767
H  4.4288  -2.6565  1.3053
H  3.2455  -2.1341  2.5092
H  4.2585  -0.9364  1.6992
H  2.5473  -4.2405  0.6561
H  1.1094  -3.9869  -0.3368
H  1.0503  -3.6552  1.3992
H  2.5549  -2.6903  -2.1204
H  3.8988  -3.2058  -1.1036
H  4.7313  -0.1600  -0.4841
H  5.9658  -0.1322  -1.7623
H  5.8338  -1.5391  -0.7000
H  2.7249  -0.7099  -3.5245
H  4.1931  0.2784  -3.5440
H  2.5439  2.0425  -4.1935
H  1.3761  2.9199  -3.1996
H  0.9770  1.2965  -3.8364
H  4.5156  2.5774  -2.4937
H  4.6118  2.2237  -0.7563
H  3.4481  3.4166  -1.3463
H  5.6996  -2.8915  -2.7341
H  5.6731  -1.5022  -3.7858
H  4.2189  -5.1753  -2.8948
H  3.3884  -5.7200  -4.3450
H  2.5498  -4.6581  -3.2203
H  2.5882  -1.5773  -5.6257
H  1.7780  -2.5183  -4.3418
H  2.0332  -3.2139  -5.9323
Se  -2.3020  0.5531  -1.6067
Te  -1.9326  2.2067  -3.4416
Te  -1.1290  4.3412  -1.9357
Se  0.3193  3.2141  -0.2465
O  -0.0382  -2.8648  -2.4627
C  -0.1725  -1.9347  -1.7025
O  0.3473  -0.7627  -1.8645
C  -0.9005  -2.1650  -0.3874
C  -1.6296  -3.3315  -0.2086
C  -2.1218  -3.6277  1.0519
C  -1.8343  -2.7571  2.0942
C  -1.1267  -1.5982  1.8224
N  -0.6731  -1.2868  0.6041
H  -1.7805  -3.9804  -1.0559
H  -2.7099  -4.5162  1.2165
H  -2.1694  -2.9587  3.0989
H  -0.9172  -0.8801  2.6055
O  1.7835  1.0757  1.4434
N  0.4770  1.1290  1.9672
C  0.3416  1.7430  3.0785
C  -0.8788  1.9031  3.8281
C  -0.7057  2.2650  5.1734
C  -1.7802  2.3964  6.0258
C  -3.0552  2.1437  5.5452
C  -3.2444  1.8146  4.2135
C  -2.1834  1.7257  3.3197
P  -2.4586  1.4700  1.5003
C  -4.1168  0.6728  1.5132
C  -5.2804  1.3431  1.8942
C  -6.4933  0.6818  1.8999
C  -6.5720  -0.6486  1.5213
C  -5.4312  -1.3098  1.1052
C  -4.2170  -0.6466  1.0921
C  -3.0605  3.1442  1.0332
C  -3.9707  3.2184  -0.0226
C  -4.4753  4.4381  -0.4323
C  -4.0736  5.6008  0.2068
C  -3.1443  5.5365  1.2329
C  -2.6289  4.3163  1.6429
H  2.4017  1.5962  2.0052
H  1.2316  2.1722  3.5526
H  0.2934  2.4239  5.5507
H  -1.6298  2.6888  7.0529
H  -3.9074  2.2127  6.2047
H  -4.2469  1.6142  3.8710
H  -5.2531  2.3919  2.1540
H  -7.3797  1.2163  2.2068
H  -7.5221  -1.1578  1.5266
H  -5.4820  -2.3395  0.7843
H  -3.3399  -1.1513  0.7152
H  -4.3015  2.3140  -0.5171
H  -5.1845  4.4736  -1.2467
H  -4.4806  6.5521  -0.0989
H  -2.8254  6.4409  1.7267
H  -1.9002  4.2839  2.4402

Forces on atoms 1 to 6 (eV/Å):
0.4 0.9 2.2
-0.3 0.2 -0.1
1.5 -1.1 0.3
-0.2 0.1 0.0
-0.2 0.0 0.0
-0.1 0.2 0.2

**Total charge**: +1
**DFT total energy**: -14170.71216 a.u.
**LUMO level**: -3.4 eV
**Orbital gap**: 5.84 eV
**Energy relative to the best compared isomer or geometry (same formula, charge and spin)**: 40.5 kcal/mol
**HOMO level**: -9.238 eV

***

Entry 2:
Here is C30H50InP4S as an isolated structure in a non-equilibrium geometry from OMol25. Energies are from wB97M-V/def2-TZVPD.

Atoms and positions in Å:
In  0.4467  -1.3139  -0.7767
P  -0.5891  1.7453  0.9343
P  -2.2587  -1.2253  -1.1165
P  2.4317  0.4881  -0.7837
H  1.8701  -2.4730  -5.7382
C  2.6630  -2.2615  -5.0340
C  2.9234  -2.9871  -3.8772
H  2.4486  -3.9478  -3.7055
C  -0.8406  3.2508  -0.1049
C  -2.1613  1.7959  1.8923
C  0.5369  2.4290  2.2263
C  -3.0690  -2.4399  -2.2175
C  -3.3393  -1.3355  0.3636
C  -2.8576  0.3625  -1.7994
C  3.7869  0.0201  -1.9154
C  3.2534  0.4228  0.8416
C  2.3194  2.2848  -1.1116
H  3.4377  -1.5930  -5.4084
H  3.7940  -2.6790  -3.3064
H  -1.2491  4.0712  0.4995
H  -1.5328  3.0119  -0.9235
H  0.1079  3.5609  -0.5616
H  -2.2031  2.6925  2.5269
H  -2.2207  0.9154  2.5450
H  -3.0102  1.7723  1.1947
H  0.0071  3.1566  2.8554
H  1.4139  2.8950  1.7602
H  0.8901  1.6064  2.8598
H  -4.0632  -2.6932  -1.8242
H  -2.4638  -3.3559  -2.2728
H  -3.1604  -2.0274  -3.2299
H  -4.3839  -1.3794  0.0236
H  -3.1988  -0.4548  1.0081
H  -3.1447  -2.2494  0.9371
H  -3.9326  0.2639  -2.0122
H  -2.3182  0.5842  -2.7308
H  -2.6943  1.1734  -1.0717
H  4.5041  0.8468  -1.9687
H  3.4213  -0.1782  -2.9301
H  4.2902  -0.8794  -1.5500
H  4.2387  0.9048  0.7493
H  3.3835  -0.6236  1.1514
H  2.6583  0.9431  1.6038
H  3.2985  2.6453  -1.4626
H  2.0533  2.8383  -0.2014
H  1.5744  2.4715  -1.8968
C  0.0062  -0.8160  -4.6176
C  0.3193  0.2082  -5.6672
C  -1.0390  0.7399  -6.0928
C  -1.8816  -0.2448  -6.5287
C  -1.7687  -1.5510  -5.9894
C  -0.9664  -1.7664  -4.8701
S  1.1677  -0.9833  -3.4451
H  1.1084  0.8095  -5.2549
H  0.6630  -0.4057  -6.5505
H  -1.1801  1.8056  -6.2851
H  -2.6201  -0.0660  -7.3094
H  -2.3700  -2.3782  -6.3780
H  -0.9805  -2.6371  -4.2387
C  -0.6927  -2.9751  1.9550
P  1.0585  -2.4180  2.2006
C  0.9555  -1.1745  3.5629
C  -0.2698  -0.7792  4.1089
C  -0.3196  0.1476  5.1528
C  0.8527  0.6981  5.6538
C  2.0843  0.3107  5.1298
C  2.1389  -0.6188  4.0962
C  1.5988  -3.8551  3.2122
C  0.8321  -4.2319  4.3248
C  1.1324  -5.3941  5.0253
C  2.2332  -6.1645  4.6448
C  3.0236  -5.7757  3.5616
C  2.7149  -4.6222  2.8421
H  -1.3692  -2.1267  1.7912
H  -1.0678  -3.5774  2.7932
H  -0.7194  -3.6057  1.0519
H  -1.1995  -1.2033  3.7420
H  -1.2842  0.4155  5.5772
H  0.8209  1.4180  6.4627
H  3.0121  0.7219  5.5294
H  3.1061  -0.9332  3.6955
H  -0.0162  -3.6266  4.6401
H  0.4941  -5.6838  5.8597
H  2.4555  -7.0817  5.1834
H  3.8822  -6.3770  3.2715
H  3.3369  -4.3061  2.0045

Forces on atoms 1 to 6 (eV/Å):
0.0 1.3 0.1
-0.1 0.6 0.4
-1.5 0.2 0.2
1.4 0.2 0.3
-0.1 -0.3 0.1
2.1 -2.3 1.5

**Total charge**: +3
**DFT total energy**: -3125.77530 a.u.
**LUMO level (alpha / beta)**: -11.0 / -11.0 eV
**Orbital gap (alpha / beta)**: 4.47 / 4.46 eV
**Energy relative to the best compared isomer or geometry (same formula, charge and spin)**: 26.4 kcal/mol
**HOMO level (alpha / beta)**: -15.442 / -15.431 eV

***

Entry 3:
Here is C54H53N2O4P2S3W as an isolated structure in a non-equilibrium geometry from OMol25. Energies are from wB97M-V/def2-TZVPD.

Atoms and positions in Å:
W  0.4484  0.2303  1.2477
O  -2.5286  1.5919  1.3364
S  -1.9015  0.8595  0.2278
C  -2.2191  1.9019  -1.2105
C  -3.2912  2.7726  -1.1861
C  -3.7490  3.4329  -2.3333
C  -3.1567  3.1293  -3.5403
C  -3.4037  3.6003  -4.9343
C  -2.3618  2.8604  -5.8068
C  -1.5736  2.0307  -4.8531
C  -0.5186  1.1578  -5.0135
C  0.1448  0.6988  -3.8722
C  -0.2474  1.0217  -2.5763
P  0.9599  0.9696  -1.2062
C  2.5551  0.5863  -2.0294
C  2.9490  1.3915  -3.1057
C  4.1774  1.1896  -3.7040
C  5.0448  0.2173  -3.2284
C  4.6713  -0.5550  -2.1434
C  3.4326  -0.3773  -1.5495
C  1.3503  2.7524  -0.9335
C  2.4471  2.9767  -0.0945
C  2.9793  4.2447  0.0326
C  2.4001  5.3053  -0.6481
C  1.2969  5.0924  -1.4571
C  0.7690  3.8198  -1.6084
C  -1.4944  1.6802  -2.3967
C  -2.0631  2.2443  -3.5523
C  -3.0933  -0.4643  -0.1582
C  -4.4085  -0.0408  -0.1234
C  -5.4923  -0.8676  -0.4168
C  -5.2256  -2.1701  -0.7682
C  -6.1315  -3.3013  -1.1107
C  -5.1948  -4.4807  -1.4353
C  -3.8218  -3.9584  -1.2031
C  -2.5940  -4.5678  -1.3210
C  -1.4790  -3.8361  -0.9228
C  -1.5281  -2.5271  -0.4384
P  0.0755  -2.0440  0.2942
C  1.2057  -2.6145  -1.0216
C  2.3143  -3.4215  -0.7784
C  3.0805  -3.8687  -1.8415
C  2.7545  -3.5076  -3.1389
C  1.6560  -2.6970  -3.3837
C  0.8838  -2.2504  -2.3299
C  0.4612  -3.2352  1.6220
C  -0.1944  -4.4383  1.8502
C  0.3249  -5.3392  2.7676
C  1.4872  -5.0460  3.4603
C  2.1282  -3.8331  3.2572
C  1.6169  -2.9267  2.3466
C  -2.7644  -1.8157  -0.4473
C  -3.8865  -2.6094  -0.7994
H  -3.7803  2.9625  -0.2426
H  -4.5602  4.1412  -2.2575
H  -3.2775  4.6850  -4.9824
H  -4.4281  3.3943  -5.2496
H  -1.7076  3.5605  -6.3332
H  -2.8312  2.2416  -6.5737
H  -0.1572  0.8826  -5.9914
H  1.0409  0.1104  -4.0032
H  2.3022  2.1792  -3.4685
H  4.4649  1.8001  -4.5442
H  6.0069  0.0705  -3.6947
H  5.3427  -1.3020  -1.7531
H  3.1751  -0.9880  -0.6992
H  2.9231  2.1518  0.4244
H  3.8498  4.4012  0.6526
H  2.8138  6.2957  -0.5513
H  0.8510  5.9165  -1.9920
H  -0.0712  3.6619  -2.2680
H  -4.6057  0.9850  0.1441
H  -6.4994  -0.4863  -0.3683
H  -6.7825  -3.0538  -1.9488
H  -6.7925  -3.5163  -0.2675
H  -5.3138  -4.8309  -2.4625
H  -5.3787  -5.3460  -0.7966
H  -2.4778  -5.5820  -1.6702
H  -0.5087  -4.3127  -0.9736
H  2.5786  -3.7158  0.2264
H  3.9261  -4.5132  -1.6571
H  3.3543  -3.8590  -3.9622
H  1.3909  -2.4293  -4.3950
H  -0.0082  -1.6613  -2.5060
H  -1.0977  -4.6829  1.3109
H  -0.1639  -6.2883  2.9246
H  1.8964  -5.7692  4.1469
H  3.0368  -3.6048  3.7915
H  2.1358  -1.9868  2.1676
O  2.1650  0.1705  1.1277
O  3.3819  -0.1593  1.4082
C  -1.1893  -0.6312  2.5389
H  -0.8018  -1.4071  3.2156
H  -2.0556  -1.0924  2.0433
H  -1.6161  0.1459  3.1890
C  0.2820  0.6367  6.7227
C  1.5519  0.9758  5.9662
S  1.8745  -0.2591  4.6424
O  1.1480  0.3765  3.4486
C  3.6410  0.1344  4.3369
C  3.8989  1.6085  4.0966
H  0.0466  1.4429  7.4141
H  0.4085  -0.2715  7.3051
H  -0.5571  0.5012  6.0425
H  2.4091  0.9712  6.6367
H  1.4702  1.9368  5.4591
H  3.8943  -0.4289  3.4349
H  4.1914  -0.2633  5.1861
H  3.1200  2.0207  3.4512
H  4.8455  1.7232  3.5757
H  3.9531  2.1816  5.0194
N  -1.7818  2.8042  3.7008
C  -0.5577  3.2127  3.4152
N  0.0792  4.0480  4.2286
S  0.2590  2.7300  1.9788
H  -2.2932  3.2048  4.4768
H  -2.3005  2.3049  2.9799
H  -0.4058  4.5194  4.9806
H  0.9984  4.3826  3.9807

Forces on atoms 1 to 6 (eV/Å):
-6.5 1.5 2.2
-0.4 0.4 0.4
-1.8 0.1 -0.3
0.8 -0.1 0.1
0.2 -0.1 0.5
0.1 -0.1 -0.4

**Multiplicity**: 3
**Total charge**: +3
**DFT total energy**: -4443.37485 a.u.
**LUMO level (alpha / beta)**: -8.6 / -10.4 eV
**Orbital gap (alpha / beta)**: 6.16 / 4.35 eV
**Energy relative to the best compared isomer or geometry (same formula, charge and spin)**: 91.2 kcal/mol
**⟨S²⟩**: 2.010
**HOMO level (alpha / beta)**: -14.713 / -14.707 eV

***

Entry 4:
Here is a 2-piece molecular cluster, C8H14IP overall in a non-equilibrium geometry from OMol25. Energies are from wB97M-V/def2-TZVPD.

Atoms and positions in Å:
C  -1.6789  -1.8325  0.0749
C  -2.4460  -0.6179  -0.4558
C  0.6962  -0.6646  0.3199
C  -0.7675  1.3322  -0.0910
C  -0.7559  -0.9862  0.9036
C  -1.6366  0.2483  0.5263
C  0.3755  0.5350  -0.6667
C  1.6008  1.3302  -0.8984
P  2.4746  2.2720  0.1584
I  5.1001  -0.0936  -0.6542
H  -2.2456  -2.5124  0.7575
H  -1.0169  -2.4585  -0.6190
H  -2.2895  -0.6006  -1.5376
H  -3.5753  -0.4721  -0.3388
H  1.3848  -0.3894  1.1142
H  1.1008  -1.4998  -0.1816
H  -1.2954  1.9142  -0.8066
H  -0.3431  1.9684  0.7257
H  -0.6899  -1.3676  1.9037
H  -2.4149  0.6192  1.3845
H  0.1993  0.0450  -1.7345
H  1.9172  1.3143  -1.9249
H  4.7565  -0.5602  0.8980
H  1.5498  2.4764  1.1424

Forces on atoms 1 to 6 (eV/Å):
0.4 -2.7 0.0
-1.4 -0.3 -0.6
-2.9 1.1 0.4
0.3 -0.9 1.9
1.4 1.2 -0.2
-2.1 1.3 2.0

**Total charge**: 0
**DFT total energy**: -952.14577 a.u.
**LUMO level**: 0.2 eV
**Orbital gap**: 8.94 eV
**Energy relative to the best compared isomer or geometry (same formula, charge and spin)**: 1.3 kcal/mol
**HOMO level**: -8.714 eV